1.
{
  "formula": "C18H11AsN4O2S10W",
  "method": "ωB97M-V with the def2-TZVPD basis set",
  "total_energy_ha": -7346.88146,
  "total_charge": 0,
  "orbital_gap_ev": 6.2,
  "de_lowest_kcal_mol": 11.9,
  "spin_multiplicity": 1,
  "lumo_ha": -0.0345,
  "species": ["W", "O", "C", "S", "C", "C", "S", "S", "S", "O", "N", "C", "C", "C", "C", "C", "S", "H", "H", "H", "H", "N", "C", "C", "C", "C", "C", "C", "N", "C", "C", "C", "S", "C", "N", "H", "H", "H", "H", "H", "H", "H", "S", "As", "S", "S", "S"],
  "positions_angstrom": [[-0.460, -0.862, 0.119], [2.116, -3.895, -5.719], [1.717, -3.408, -4.702], [0.333, -4.036, -3.778], [0.450, -2.885, -2.463], [1.419, -1.964, -2.526], [1.646, -0.780, -1.270], [2.474, -1.995, -3.919], [-0.619, -3.046, -1.094], [-1.828, -0.763, -1.506], [-2.552, 0.347, -1.734], [-3.820, 0.206, -2.147], [-4.533, 1.314, -2.523], [-3.914, 2.566, -2.467], [-2.615, 2.680, -2.026], [-1.918, 1.534, -1.635], [-0.301, 1.427, -1.095], [-4.176, -0.813, -2.136], [-5.556, 1.202, -2.848], [-4.460, 3.452, -2.759], [-2.119, 3.637, -1.963], [3.002, 0.646, 2.388], [2.461, 1.915, 2.341], [2.946, 3.118, 2.838], [2.130, 4.218, 2.688], [0.877, 4.105, 2.075], [0.407, 2.910, 1.574], [1.226, 1.782, 1.692], [1.055, 0.433, 1.335], [2.129, -0.186, 1.796], [2.205, -1.625, 1.754], [3.166, -2.475, 2.197], [2.642, -4.088, 1.961], [1.182, -3.528, 1.304], [1.079, -2.228, 1.247], [3.881, 0.378, 2.796], [3.909, 3.181, 3.324], [2.455, 5.180, 3.058], [0.251, 4.984, 1.997], [-0.567, 2.839, 1.125], [4.126, -2.244, 2.625], [0.399, -4.195, 0.972], [-4.353, -1.904, 0.522], [-2.447, -2.483, 1.025], [-2.065, 0.576, 1.255], [-1.369, -0.905, 2.422], [-2.012, -4.318, 1.883]],
  "nbo_charge": [0.574, -0.553, 0.210, 0.343, -0.416, -0.403, -0.042, 0.335, 0.057, -0.565, -0.013, 0.078, -0.268, -0.136, -0.248, 0.040, 0.059, 0.268, 0.239, 0.228, 0.238, -0.525, 0.173, -0.248, -0.192, -0.218, -0.174, 0.077, -0.515, 0.487, 0.056, -0.404, 0.537, -0.088, -0.463, 0.428, 0.221, 0.222, 0.221, 0.250, 0.249, 0.305, -0.566, 0.895, -0.124, -0.019, -0.610]
}

2.
{
  "formula": "C8H7N5O",
  "method": "ωB97M-V with the def2-TZVPD basis set",
  "total_energy_ha": -657.77920,
  "total_charge": 0,
  "orbital_gap_ev": [6.9, 8.1],
  "de_lowest_kcal_mol": 114.8,
  "spin_multiplicity": 1,
  "lumo_ha": [-0.0585, -0.0517],
  "species": ["C", "C", "C", "C", "C", "C", "C", "C", "N", "N", "N", "N", "N", "O", "H", "H", "H", "H", "H", "H", "H"],
  "positions_angstrom": [[-1.243, 0.720, 1.779], [-1.313, -0.677, 1.679], [-1.033, 1.625, 0.743], [-1.079, -1.334, 0.457], [-0.761, 0.948, -0.452], [-0.812, -0.475, -0.568], [1.911, 1.408, -2.283], [-0.560, 0.858, -1.901], [2.484, 2.473, -2.738], [3.795, 2.213, -2.540], [3.987, 1.052, -2.027], [2.799, 0.505, -1.824], [2.579, -0.818, -1.428], [-0.611, -0.462, -1.992], [-1.300, 1.172, 2.788], [-1.691, -1.212, 2.581], [-0.820, 2.690, 0.751], [-1.376, -2.366, 0.457], [-0.277, 1.547, -2.704], [2.908, -1.003, -0.491], [1.604, -0.996, -1.611]],
  "nbo_charge": [-0.218, -0.176, -0.170, -0.275, -0.173, 0.288, 0.237, 0.256, -0.380, -0.080, -0.085, -0.110, -0.623, -0.466, 0.222, 0.233, 0.245, 0.245, 0.269, 0.379, 0.380]
}

3.
{
  "formula": "C2H5ClN2",
  "method": "ωB97M-V with the def2-TZVPD basis set",
  "total_energy_ha": -648.71854,
  "total_charge": 0,
  "orbital_gap_ev": 8.1,
  "de_lowest_kcal_mol": 116.3,
  "spin_multiplicity": 1,
  "lumo_ha": 0.0334,
  "species": ["C", "C", "N", "N", "Cl", "H", "H", "H", "H", "H"],
  "positions_angstrom": [[0.929, 0.745, 0.447], [-0.763, -0.956, 0.488], [1.511, 1.017, -0.597], [-1.749, -0.617, -0.476], [-2.840, 0.581, -0.056], [0.646, 1.178, 1.445], [-0.354, -1.920, 0.106], [-1.107, -1.006, 1.478], [2.028, 1.785, -0.823], [-1.392, -0.431, -1.480]],
  "nbo_charge": [0.146, -0.252, -0.668, -0.643, 0.105, 0.168, 0.198, 0.185, 0.366, 0.395]
}

4.
{
  "formula": "C25H24ClF32NO8P",
  "method": "ωB97M-V with the def2-TZVPD basis set",
  "total_energy_ha": -5621.05934,
  "total_charge": -1,
  "orbital_gap_ev": 5.5,
  "spin_multiplicity": 1,
  "lumo_ha": 0.0565,
  "species": ["N", "C", "O", "C", "C", "C", "C", "Cl", "P", "O", "O", "O", "H", "H", "H", "H", "H", "H", "H", "H", "C", "C", "C", "F", "F", "F", "F", "O", "C", "C", "F", "F", "F", "F", "H", "H", "H", "H", "C", "C", "C", "F", "F", "F", "F", "O", "C", "C", "F", "F", "F", "F", "H", "H", "H", "H", "C", "C", "C", "F", "F", "F", "F", "O", "C", "C", "F", "F", "F", "F", "H", "H", "H", "H", "C", "C", "C", "F", "F", "F", "F", "O", "C", "C", "F", "F", "F", "F", "H", "H", "H", "H"],
  "positions_angstrom": [[1.138, 1.237, 6.602], [0.185, 1.287, 5.984], [-0.952, 1.607, 5.479], [-1.103, 3.093, 5.453], [-0.196, 3.729, 4.335], [0.832, 4.765, 4.897], [0.282, 5.411, 6.205], [1.361, 6.806, 6.734], [-2.821, 3.525, 5.011], [-3.058, 4.955, 5.328], [-3.778, 2.553, 5.949], [-3.223, 3.139, 3.450], [-0.851, 4.309, 3.642], [0.289, 2.949, 3.714], [1.823, 4.323, 5.114], [1.004, 5.611, 4.200], [0.290, 4.699, 7.035], [-0.716, 5.814, 5.977], [-3.532, 2.807, 6.851], [-2.862, 3.823, 2.870], [-5.906, 0.208, -0.531], [-4.517, 0.821, -0.267], [-4.405, 1.780, 0.918], [-5.219, 2.847, 0.805], [-3.143, 2.256, 1.000], [-4.068, 1.398, -1.406], [-3.674, -0.223, -0.014], [-6.731, 0.821, -1.520], [-7.502, 1.923, -1.170], [-7.049, 3.206, -1.875], [-5.749, 3.466, -1.647], [-7.759, 4.263, -1.414], [-7.551, 2.051, 0.166], [-8.764, 1.646, -1.571], [-5.712, -0.784, -0.939], [-6.454, 0.030, 0.395], [-4.627, 1.270, 1.860], [-7.196, 3.123, -2.954], [-0.987, -2.896, -1.312], [0.220, -2.005, -0.960], [0.416, -0.742, -1.800], [0.576, -1.006, -3.115], [1.533, -0.093, -1.393], [1.340, -2.764, -0.962], [0.039, -1.600, 0.325], [-0.755, -4.027, -2.155], [-0.727, -3.851, -3.530], [0.660, -4.105, -4.127], [1.601, -3.338, -3.553], [0.658, -3.809, -5.456], [-1.221, -2.644, -3.858], [-1.579, -4.764, -4.049], [-1.308, -3.340, -0.369], [-1.843, -2.311, -1.651], [-0.431, -0.059, -1.682], [0.952, -5.149, -3.999], [4.717, 0.180, 6.772], [4.518, -1.316, 7.080], [4.848, -1.778, 8.499], [6.130, -1.543, 8.847], [4.657, -3.121, 8.602], [5.197, -2.051, 6.165], [3.202, -1.585, 6.877], [5.942, 0.568, 6.139], [7.072, 0.770, 6.915], [8.168, -0.265, 6.639], [7.721, -1.524, 6.804], [9.202, -0.091, 7.500], [6.741, 0.840, 8.217], [7.554, 1.988, 6.579], [3.955, 0.433, 6.035], [4.491, 0.810, 7.632], [4.194, -1.292, 9.228], [8.539, -0.166, 5.617], [0.327, -3.916, -10.712], [-0.360, -2.603, -11.134], [0.531, -1.524, -11.749], [1.516, -1.123, -10.924], [-0.214, -0.425, -12.033], [-1.055, -2.113, -10.085], [-1.286, -2.937, -12.080], [0.696, -4.068, -9.344], [1.900, -3.526, -8.905], [1.702, -2.376, -7.914], [0.921, -1.403, -8.429], [2.895, -1.810, -7.610], [2.665, -3.182, -9.960], [2.555, -4.522, -8.272], [-0.419, -4.695, -10.864], [1.149, -4.178, -11.380], [0.979, -1.874, -12.683], [1.236, -2.737, -6.995]],
  "mulliken_charge": [-0.472, 0.515, -0.282, 0.021, -0.878, -0.518, -0.296, -0.300, 0.494, -0.766, -0.560, -0.199, 0.177, 0.353, 0.262, 0.345, 0.340, 0.223, 0.344, 0.268, -0.769, 0.958, 0.094, -0.276, -0.269, -0.295, -0.322, -0.397, 0.788, 0.200, -0.194, -0.260, -0.272, -0.306, 0.433, 0.339, 0.276, 0.231, -0.749, 0.826, 0.130, -0.198, -0.274, -0.279, -0.297, -0.425, 0.808, 0.170, -0.205, -0.302, -0.272, -0.308, 0.394, 0.435, 0.236, 0.199, -0.590, 0.886, 0.075, -0.222, -0.280, -0.294, -0.304, -0.406, 0.753, 0.206, -0.211, -0.264, -0.280, -0.302, 0.314, 0.377, 0.288, 0.227, -0.746, 0.895, 0.100, -0.205, -0.275, -0.260, -0.333, -0.361, 0.769, 0.733, -0.241, -0.268, -0.285, -0.294, 0.406, 0.308, 0.279, -0.113]
}

5.
{
  "formula": "C14H21GaNP",
  "method": "ωB97M-V with the def2-TZVPD basis set",
  "total_energy_ha": -2866.63142,
  "total_charge": 0,
  "orbital_gap_ev": [4.4, 4.0],
  "spin_multiplicity": 1,
  "lumo_ha": [-0.0113, -0.0115],
  "species": ["C", "C", "C", "C", "C", "Ga", "P", "H", "H", "H", "H", "H", "H", "H", "H", "C", "N", "C", "C", "C", "C", "C", "C", "C", "C", "H", "H", "H", "H", "H", "H", "H", "H", "H", "H", "H", "H", "H"],
  "positions_angstrom": [[2.931, 0.676, -0.211], [3.281, -0.700, 0.072], [3.245, -1.473, -1.112], [2.967, -0.566, -2.191], [2.823, 0.754, -1.656], [0.857, 2.183, 0.651], [0.879, 4.203, 1.592], [3.262, 1.551, 0.373], [3.490, -1.139, 1.066], [3.435, -2.579, -1.224], [2.570, 1.677, -2.181], [2.941, -0.866, -3.236], [1.092, 5.291, 0.658], [1.948, 4.285, 2.567], [-0.347, 4.533, 2.326], [-0.969, -2.557, -0.088], [-1.593, -1.946, 1.123], [-1.397, -2.803, 2.323], [-1.114, -0.509, 1.390], [-1.484, 0.363, 0.235], [-2.742, 0.246, -0.391], [-2.946, 0.800, -1.647], [-1.894, 1.403, -2.324], [-0.650, 1.608, -1.679], [-0.551, 1.269, -0.321], [0.122, -2.516, 0.025], [-1.293, -2.026, -0.990], [-1.302, -3.603, -0.132], [-2.609, -1.906, 0.933], [-0.317, -2.887, 2.496], [-1.893, -2.328, 3.173], [-1.822, -3.786, 2.117], [-1.600, -0.197, 2.326], [-0.017, -0.581, 1.538], [-3.538, -0.310, 0.119], [-3.931, 0.702, -2.119], [-2.035, 1.741, -3.354], [0.201, 1.993, -2.250]],
  "nbo_charge": [-0.441, -0.336, -0.343, -0.345, -0.322, 0.450, -0.008, 0.226, 0.187, 0.194, 0.186, 0.193, -0.018, 0.056, -0.010, -0.432, -0.344, -0.411, -0.243, -0.108, -0.248, -0.235, -0.230, -0.139, -0.447, 0.258, 0.257, 0.212, 0.425, 0.238, 0.227, 0.222, 0.221, 0.270, 0.181, 0.216, 0.217, 0.224]
}